No. 1
Computed, not measured: a 7-piece molecular cluster, C26H64BClNO8 overall, with ωB97M-V/def2-TZVPD.

The geometry in XYZ format:
```
101
Properties=species:S:1:pos:R:3:forces:R:3
C 4.21259 2.35750 -1.38641 0.0 0.0 -0.3
C 3.40198 1.21486 -1.94535 0.0 0.1 0.0
N 2.25722 1.37025 -2.47662 0.0 -0.1 -0.1
C 4.07823 -0.13283 -1.87401 0.1 0.4 0.4
C 3.35361 -1.31410 -1.22913 0.2 -1.0 -0.6
O 3.76200 -2.48674 -1.91377 0.1 0.3 0.1
B 2.64922 -3.49330 -1.79024 -0.4 -0.1 -0.1
O 1.63381 -2.75887 -0.94617 -0.1 -0.3 -0.1
C 1.83484 -1.41424 -1.27968 0.1 -0.3 0.2
C 1.11849 -0.52833 -0.27931 0.0 -0.1 0.1
C -0.37271 -0.29487 -0.52213 0.0 0.3 0.1
C -0.70766 0.20777 -1.91928 -0.1 0.0 0.0
Cl -2.24984 -0.51630 -2.53780 -0.1 0.1 -0.1
H 3.71390 3.31057 -1.55716 -0.1 0.1 0.1
H 4.40974 2.20440 -0.32672 0.0 0.0 0.1
H 5.17503 2.38844 -1.90136 0.1 0.0 0.1
H 1.98689 2.35225 -2.44570 0.0 0.1 0.0
H 4.36977 -0.42387 -2.88210 -0.1 -0.1 -0.1
H 5.00226 0.01915 -1.31359 0.2 -0.1 -0.1
H 3.65234 -1.42765 -0.17890 0.0 0.4 0.3
H 2.15151 -3.73418 -2.91776 0.2 0.1 0.1
H 2.99795 -4.54756 -1.25541 0.0 0.1 0.1
H 1.54183 -1.26144 -2.32633 -0.1 0.3 0.0
H 1.64584 0.41676 -0.15141 -0.1 0.1 -0.1
H 1.20650 -1.06148 0.66984 0.1 0.0 0.1
H -0.93990 -1.19380 -0.28924 0.1 -0.2 -0.2
H -0.71570 0.46533 0.18627 -0.1 -0.1 0.1
H -0.88966 1.27729 -1.92763 0.1 0.1 -0.1
H 0.05878 -0.02307 -2.64659 0.0 -0.1 0.0
C 3.14265 2.70855 3.91400 0.1 0.0 0.0
C 2.49162 1.90228 2.80198 -0.1 -0.2 0.1
C 1.33986 1.04851 3.30368 -0.1 0.0 0.0
O 3.44917 1.07781 2.14816 0.2 0.2 -0.2
H 3.54603 2.02966 4.67098 0.0 0.0 0.0
H 3.97370 3.29645 3.52154 0.0 0.0 0.0
H 2.43390 3.38325 4.39759 0.0 0.0 0.0
H 2.12614 2.57843 2.02584 0.0 0.0 0.0
H 1.68744 0.32370 4.04253 0.0 0.0 0.0
H 0.90549 0.48952 2.47381 0.0 0.0 0.0
H 0.55629 1.65416 3.76447 0.0 0.0 0.0
H 3.82065 0.46301 2.79154 0.0 -0.1 0.0
C -0.37346 0.64134 -6.54334 0.0 -0.1 0.0
C -1.71156 1.12733 -7.07630 0.1 0.1 0.2
C -2.01048 2.55012 -6.62524 -0.1 0.0 0.0
O -2.75901 0.24782 -6.67407 -0.1 0.1 0.0
H -0.38324 0.63003 -5.45020 0.0 0.0 0.0
H -0.17063 -0.37530 -6.87806 0.0 0.0 0.0
H 0.44439 1.28571 -6.86976 0.0 0.0 0.0
H -1.70898 1.08725 -8.16753 0.0 0.0 0.0
H -2.05731 2.59368 -5.53363 0.0 0.0 0.0
H -2.97273 2.88290 -7.01696 0.0 0.0 0.0
H -1.23739 3.24328 -6.96086 0.0 0.0 0.0
H -2.77744 0.25942 -5.70899 0.0 -0.2 0.1
C -5.06083 -1.17978 0.13728 0.1 0.0 0.2
C -5.50839 -0.13723 1.15063 -0.1 0.0 -0.2
C -6.74001 0.62861 0.68521 0.0 0.1 0.2
O -4.43984 0.76626 1.43734 -0.1 0.0 0.1
H -4.79343 -0.70526 -0.80624 -0.1 0.0 0.0
H -4.17977 -1.70829 0.50304 0.0 0.0 0.0
H -5.84962 -1.90924 -0.05763 0.0 0.0 0.0
H -5.72729 -0.62252 2.10426 0.0 0.0 0.0
H -6.52722 1.15852 -0.24374 0.0 -0.1 -0.1
H -7.03504 1.36226 1.43784 0.0 0.0 0.0
H -7.57994 -0.04279 0.50085 0.0 0.0 0.0
H -4.19033 1.18605 0.60729 0.1 0.0 -0.1
C -7.79358 0.68200 -4.47652 0.0 0.0 0.1
C -6.46631 0.42097 -3.78037 0.0 -0.2 -0.1
C -5.54962 -0.45814 -4.61272 0.1 0.0 0.0
O -6.67780 -0.16172 -2.49410 -0.1 0.2 0.0
H -8.32096 -0.26102 -4.64686 0.0 0.0 0.0
H -8.43205 1.31684 -3.86116 0.0 0.0 0.0
H -7.64388 1.16675 -5.44218 0.0 0.0 0.0
H -5.97051 1.37248 -3.57948 0.0 0.0 0.1
H -6.01003 -1.43682 -4.77707 0.0 0.0 0.0
H -4.60264 -0.61662 -4.09808 0.0 0.0 0.0
H -5.33994 -0.01191 -5.58623 0.0 0.0 0.0
H -7.10570 -1.01372 -2.62775 0.0 -0.1 0.0
C -1.22392 -2.13647 3.62181 0.0 0.1 0.0
C 0.17082 -2.54400 4.06699 -0.1 -0.1 0.0
C 0.22265 -3.99016 4.53093 0.1 0.0 0.1
O 0.64861 -1.66719 5.09282 0.1 0.0 0.0
H -1.92898 -2.22702 4.45457 0.0 0.0 0.0
H -1.23199 -1.09983 3.28552 0.0 0.0 0.0
H -1.57607 -2.76631 2.80460 0.0 0.0 0.0
H 0.86664 -2.40628 3.23842 0.0 0.0 0.0
H -0.43967 -4.13588 5.39043 0.0 0.0 0.0
H 1.23426 -4.25805 4.83536 0.0 0.0 0.0
H -0.09188 -4.66815 3.73732 0.0 0.0 0.0
H 0.06838 -1.74765 5.85611 -0.1 -0.1 0.0
C 6.97202 -0.36333 6.95559 0.0 -0.1 0.0
C 6.69044 0.20358 5.57237 -0.1 0.1 0.1
C 6.56056 1.71814 5.59220 -0.1 0.0 -0.1
O 5.51999 -0.39269 5.01530 0.1 0.0 -0.1
H 6.14976 -0.12403 7.63604 0.0 0.0 0.0
H 7.06495 -1.44819 6.91146 0.0 0.0 0.0
H 7.89132 0.04991 7.37356 0.0 0.0 0.0
H 7.49743 -0.08017 4.89552 0.0 0.0 0.0
H 5.71839 2.01380 6.22487 0.0 0.0 0.0
H 6.36545 2.09076 4.58671 0.0 0.0 0.0
H 7.46162 2.19835 5.97682 0.0 0.0 0.0
H 4.77607 -0.18115 5.58946 -0.1 0.0 0.0
```
Positions in Å, forces in eV/Å.

Computed properties:
- Lowest unoccupied orbital energy: 2.24 eV
- E_tot: -2170.82043 Eh
- Total charge: -1
- HOMO energy: -3.618 eV

---

No. 2
Computed, not measured: C38H31BBrF4IN7O5SSn as an isolated structure, with ωB97M-V/def2-TZVPD.

The geometry in XYZ format:
```
90
Properties=species:S:1:pos:R:3:forces:R:3
Sn 0.63368 0.28973 0.36324 0.3 -0.8 -0.2
O 1.48536 4.54166 2.03616 0.0 0.0 -0.1
C 1.08525 3.38587 1.78046 0.2 0.0 0.2
N 1.56466 2.54322 0.87365 -0.1 0.1 -0.3
C 2.57082 3.11358 0.01816 0.0 0.0 0.0
C 2.29168 2.97285 -1.46223 0.1 0.0 0.0
C 3.29280 3.32633 -2.37460 0.0 0.0 0.0
C 3.07547 3.15862 -3.72496 0.0 0.1 0.0
C 1.85432 2.64601 -4.14717 0.0 0.0 0.0
C 0.91859 2.33585 -3.17783 0.0 0.1 0.0
N 1.12031 2.49329 -1.86996 -0.1 0.1 0.0
C -0.06339 2.87448 2.62424 0.0 0.0 -0.1
C -0.14304 3.24214 3.96433 0.1 0.0 0.0
C -1.21724 2.80617 4.70934 0.0 0.0 0.0
C -2.19709 2.04097 4.09044 0.0 0.0 0.0
C -2.03052 1.71560 2.75895 0.0 0.0 0.0
N -0.98486 2.11817 2.03368 0.0 0.0 0.0
H 2.71165 4.17880 0.23891 0.0 0.0 0.0
H 3.54789 2.64569 0.20227 0.0 0.0 0.0
H 4.23855 3.70343 -2.00294 0.0 0.0 0.0
H 3.85054 3.40228 -4.44258 0.0 0.0 0.0
H 1.63812 2.47619 -5.19395 0.0 0.0 0.0
H -0.04095 1.91506 -3.46133 0.0 0.0 0.0
H 0.65049 3.84267 4.38526 0.0 0.0 0.0
H -1.28282 3.03116 5.76658 0.0 0.0 0.0
H -3.04977 1.66481 4.64073 0.0 0.0 0.0
H -2.74207 1.07820 2.24528 0.0 0.0 0.0
Br 3.72412 0.74028 2.73739 -0.1 0.0 -0.1
C 2.99262 -1.01146 2.39639 0.2 0.0 0.0
C 3.27957 -1.98386 3.29531 0.0 0.0 0.0
C 2.86849 -3.30877 2.99572 0.0 -0.1 0.0
C 2.31622 -3.52341 1.73612 0.0 0.0 0.0
C 2.07367 -2.48277 0.87099 0.1 0.0 -0.2
N 2.33148 -1.14144 1.21441 -0.4 0.3 0.3
C 1.43787 -2.73136 -0.46376 0.0 0.0 0.1
O 1.56907 -3.83373 -1.01506 -0.1 0.0 0.1
O 0.74360 -1.75066 -0.91182 0.0 0.2 -0.1
H 3.79544 -1.73383 4.21064 0.0 0.0 0.0
H 3.00159 -4.10952 3.70925 0.0 0.0 0.0
H 2.05575 -4.51601 1.39002 0.0 0.0 0.0
O -2.60024 -2.63914 -1.73114 0.0 0.0 0.1
S -2.04990 -1.25523 -1.79562 -0.2 0.1 0.0
C -3.40068 -0.14164 -1.37242 0.0 0.0 0.0
C -3.09845 1.14495 -0.95080 0.1 0.0 0.1
C -4.13276 2.00273 -0.60148 0.0 0.0 0.0
C -5.44894 1.56269 -0.65571 0.0 0.0 0.0
C -5.73394 0.26046 -1.04998 0.0 0.0 0.0
C -4.70620 -0.60013 -1.40807 0.0 0.0 0.0
C -2.05322 -0.88607 -3.57652 0.1 -0.1 0.0
C -2.16953 0.39055 -4.10990 0.0 0.0 0.0
C -2.05326 0.57878 -5.48001 0.0 0.0 0.0
C -1.81299 -0.50276 -6.31719 0.0 0.0 0.0
C -1.68878 -1.77533 -5.77722 0.0 0.0 0.0
C -1.80598 -1.97039 -4.40786 0.0 0.0 0.0
H -2.06413 1.46191 -0.84945 0.0 0.0 0.0
H -3.90127 3.00146 -0.25274 0.0 0.0 0.0
H -6.25322 2.22965 -0.36887 0.0 0.0 0.0
H -6.76011 -0.08763 -1.06777 0.0 0.0 0.0
H -4.88801 -1.62827 -1.69769 0.0 0.0 0.0
H -2.36487 1.23854 -3.46566 0.0 0.0 0.0
H -2.15371 1.57576 -5.89252 0.0 0.0 0.0
H -1.71991 -0.35238 -7.38605 0.0 0.0 0.0
H -1.48901 -2.62221 -6.42259 0.0 0.0 0.0
H -1.70584 -2.95272 -3.96435 0.0 0.0 0.0
O -1.60775 -1.18411 1.02003 -0.3 0.3 0.2
N -1.60673 -2.20463 1.82221 0.3 -0.2 -0.3
C -1.69977 -2.03123 3.15327 0.0 0.0 0.0
C -1.65830 -3.11470 4.00447 0.0 0.0 0.0
C -1.51753 -4.39116 3.49108 0.0 0.0 0.0
C -1.40388 -4.54364 2.11623 0.0 0.0 0.0
C -1.44355 -3.44122 1.29446 0.0 0.0 0.0
H -1.73609 -1.00631 3.48408 0.0 0.0 0.0
H -1.67584 -2.91760 5.06585 0.0 0.0 0.0
H -1.45435 -5.24724 4.14952 0.0 0.0 0.0
H -1.25662 -5.51391 1.66248 0.0 0.0 0.0
H -1.34666 -3.45420 0.21764 0.0 0.0 0.0
F 1.34082 0.25966 5.81757 0.0 0.0 0.0
B 0.41954 -0.52889 5.12067 0.0 0.1 -0.1
F -0.89299 -0.29518 5.63141 0.0 0.0 -0.1
F 0.71418 -1.89126 5.28600 0.0 0.0 0.0
F 0.43727 -0.18981 3.73880 0.0 0.0 0.3
I 5.30410 -0.00502 -4.88579 0.0 0.0 0.0
C 4.43705 0.09305 -3.02041 0.0 -0.1 0.1
C 5.07583 0.36411 -1.83081 0.0 -0.1 0.0
N 4.11517 0.36102 -0.89259 0.0 -0.1 0.1
N 2.90742 0.10687 -1.39405 0.0 0.1 0.0
C 3.07944 -0.06900 -2.69067 0.0 -0.1 0.0
H 6.11380 0.52716 -1.59686 0.0 0.0 0.0
H 4.20256 0.44904 0.11538 0.0 0.0 0.0
H 2.23991 -0.32166 -3.31803 0.0 0.0 0.0
```
Positions in Å, forces in eV/Å.

Computed properties:
- Lowest unoccupied orbital energy (spin up / spin down): 3.24 / 3.24 eV
- Multiplicity: 2
- E_tot: -6134.94510 Eh
- Total charge: -2
- Relative energy (zero: lowest compared OMol25 entry of this formula, charge and spin): 45.0 kcal/mol
- HOMO energy (spin up / spin down): 0.423 / -2.424 eV